(1)
One molecule with the formula C5H14N2 at a distorted geometry, computed with ωB97M-V/def2-TZVPD.

Summary:
**Relative energy (zero: lowest compared OMol25 entry of this formula, charge and spin)**: 55.8 kcal/mol
**Structure (SMILES)**: CCCCNCN

Positions of all 21 atoms, in Å:
C (0.3453, -1.7325, 2.6049)
C (0.4403, -0.8625, 1.4215)
C (-0.3187, -1.2704, 0.1185)
C (-1.1619, -0.0200, -0.5355)
N (-0.3215, 1.0909, -0.6731)
C (0.0478, 1.3760, -2.0725)
N (0.8261, 2.5858, -2.1916)
H (0.5216, -2.6745, 2.2181)
H (-0.5811, -1.8627, 3.0355)
H (0.8725, -1.4557, 3.5353)
H (1.4647, -0.8111, 0.9956)
H (0.1769, 0.1621, 1.6223)
H (0.4544, -1.6146, -0.6248)
H (-0.8804, -2.1958, 0.4952)
H (-2.1192, 0.1073, 0.0089)
H (-1.6336, -0.2281, -1.5259)
H (-0.3795, 1.6645, 0.1767)
H (0.6724, 0.5618, -2.4730)
H (-0.8340, 1.4274, -2.6442)
H (1.8090, 2.5236, -2.1021)
H (0.5989, 3.2284, -1.3898)

Cartesian forces (eV/Å) of the 6 atoms listed first:
0.7994 0.6658 0.8747
0.9646 1.9654 -2.3475
-0.9607 -0.8146 0.1695
-0.8733 -3.1639 0.2872
-0.1051 0.0385 0.5889
2.0332 0.5100 1.9958

These are the Löwdin partial charges, in e, on atoms 1 to 8: number 1, C, carries -0.127; number 2, C, carries -0.302; number 3, C, carries -0.157; number 4, C, carries -0.265; number 5, N, carries -0.107; number 6, C, carries -0.300; number 7, N, carries -0.002; number 8, H, carries 0.050

=====

(2)
An isolated ion of composition C6H11IN and charge +1 at a distorted geometry, computed with ωB97M-V/def2-TZVPD.

Summary:
**Relative energy (zero: lowest compared OMol25 entry of this formula, charge and spin)**: 65.9 kcal/mol
**Total charge**: +1

Positions of all 19 atoms, in Å:
C (-1.3784, 0.7671, -0.1081)
C (-0.8193, 0.3523, -1.2236)
C (1.0327, 0.6675, 0.7221)
C (-0.3955, 0.8641, 1.1138)
C (0.6215, 0.0638, -1.3700)
C (-0.7682, -0.2451, 2.1879)
N (0.9285, -1.3337, -1.6712)
I (1.6778, 1.4014, -2.8075)
H (-2.4517, 0.9466, 0.0362)
H (-1.3669, 0.2797, -2.1659)
H (1.7609, 1.4440, 0.8262)
H (1.4140, -0.3521, 0.8767)
H (-0.5002, 1.8518, 1.4814)
H (-1.1559, 0.2134, 3.1938)
H (-0.0061, -0.9888, 2.4884)
H (-1.6066, -0.8504, 1.6918)
H (1.8175, -1.7677, -1.1480)
H (1.1450, -1.4707, -2.6486)
H (0.0509, -1.8431, -1.4753)

Cartesian forces (eV/Å) of the 6 atoms listed first:
1.2566 -0.3064 1.6765
-0.0807 -0.3473 -2.1388
-0.8522 -2.7504 -3.3992
-0.3006 -1.4822 -0.0174
1.3180 3.8610 2.8393
-2.3191 0.2510 0.7306

These are the Löwdin partial charges, in e, on atoms 1 to 8: number 1, C, carries -0.012; number 2, C, carries -0.224; number 3, C, carries 0.082; number 4, C, carries -0.359; number 5, C, carries -0.703; number 6, C, carries -0.054; number 7, N, carries 0.118; number 8, I, carries 0.823

=====

(3)
C18H48NO23S6SnV as an isolated structure at a distorted geometry, computed with ωB97M-V/def2-TZVPD.

Summary:
**Total charge**: +2

Positions of all 98 atoms, in Å:
O (-4.6371, -2.3892, -2.6077)
V (-3.1116, -2.0687, -2.1885)
O (-2.3092, -1.9125, -3.5709)
Sn (-1.2561, -3.6264, 2.0401)
N (-0.2391, -0.7763, -0.3888)
O (-0.0432, -1.5497, 0.5841)
O (0.6044, 0.0076, -0.8005)
O (-1.3511, -0.8651, -1.0087)
O (-3.2919, -2.0395, 1.9740)
S (-3.8897, -0.9362, 1.2210)
O (-4.1183, -1.1832, -0.1814)
O (-5.3312, -0.5021, 1.7962)
C (-5.5722, -0.6305, 3.2287)
C (-7.0516, -0.6950, 3.3614)
C (-3.0904, 0.7101, 1.4968)
H (-5.1384, 0.2182, 3.7566)
H (-5.1762, -1.5803, 3.5890)
H (-7.2519, -0.9574, 4.4046)
H (-7.5676, -1.4734, 2.8000)
H (-7.5667, 0.2379, 3.1331)
H (-2.9731, 0.9772, 2.5482)
H (-3.5908, 1.5590, 1.0385)
H (-2.0519, 0.5205, 1.2258)
O (1.6357, -5.6550, -1.8708)
S (1.3861, -4.3373, -1.3535)
O (0.7199, -4.2560, -0.0695)
O (2.7104, -3.4631, -1.2295)
C (3.9249, -3.9709, -1.8305)
C (4.9158, -2.8939, -2.0326)
C (0.5183, -3.3012, -2.6345)
H (3.6847, -4.5506, -2.7207)
H (4.3981, -4.6265, -1.0934)
H (4.5896, -2.1179, -2.7310)
H (5.7635, -3.3309, -2.5621)
H (5.1984, -2.4154, -1.0962)
H (0.8163, -2.2671, -2.4746)
H (-0.5614, -3.3854, -2.5388)
H (0.7972, -3.6552, -3.6243)
O (1.8982, -2.9584, 2.4738)
S (3.0559, -2.1459, 2.7636)
O (3.0746, -1.4405, 4.0164)
O (4.3480, -3.1065, 2.7245)
C (5.4755, -2.8899, 3.5643)
C (6.6013, -2.1953, 2.7933)
C (3.3869, -1.0159, 1.4081)
H (5.7855, -3.8886, 3.8732)
H (5.3804, -2.3437, 4.5035)
H (6.3318, -1.1820, 2.4801)
H (6.9026, -2.7189, 1.8889)
H (7.3877, -1.9768, 3.5172)
H (4.4058, -0.6391, 1.4271)
H (2.6303, -0.2443, 1.2693)
H (3.2724, -1.5373, 0.4536)
O (2.1907, 1.5156, -5.5549)
S (2.4993, 2.2000, -4.3237)
O (3.7509, 2.8888, -4.1466)
O (1.2811, 3.1878, -3.8382)
C (1.5982, 4.3355, -2.9785)
C (0.8032, 4.0799, -1.6935)
C (2.4541, 0.9792, -2.9815)
H (1.2321, 5.2033, -3.5187)
H (2.6577, 4.4244, -2.7517)
H (0.8044, 3.0255, -1.4106)
H (-0.2181, 4.4308, -1.8270)
H (1.2576, 4.5451, -0.8163)
H (1.4957, 0.4739, -2.9395)
H (2.6948, 1.4740, -2.0422)
H (3.3079, 0.3387, -3.1993)
O (-1.8550, 0.1955, 5.0378)
S (-0.5436, -0.0558, 4.5048)
O (-0.2611, -1.2218, 3.6888)
O (-0.0561, 1.3153, 3.7477)
C (1.0574, 1.3197, 2.8571)
C (1.1213, 2.5682, 1.9890)
C (0.6768, 0.0490, 5.8650)
H (1.0001, 0.3724, 2.3127)
H (2.0240, 1.3185, 3.3702)
H (1.4927, 3.4181, 2.5647)
H (0.1581, 2.9389, 1.6341)
H (1.7939, 2.4496, 1.1424)
H (0.6829, 1.0619, 6.2574)
H (1.6327, -0.2697, 5.4537)
H (0.3073, -0.6236, 6.6377)
O (-3.0518, 2.8416, -1.2547)
S (-3.3592, 1.9795, -2.3910)
O (-3.5331, 0.5546, -2.1791)
O (-4.5888, 2.4651, -3.3357)
C (-4.8655, 3.8780, -3.3391)
C (-6.2664, 4.1554, -3.8552)
C (-2.0097, 2.0289, -3.5882)
H (-4.1311, 4.3266, -4.0184)
H (-4.5964, 4.3301, -2.3832)
H (-7.0597, 3.8852, -3.1595)
H (-6.4326, 3.6302, -4.7940)
H (-6.3479, 5.2305, -4.0141)
H (-1.9241, 3.0387, -3.9919)
H (-2.2192, 1.3684, -4.4254)
H (-1.0849, 1.8133, -3.0581)

Cartesian forces (eV/Å) of the 6 atoms listed first:
3.6222 0.1986 0.9614
-2.1836 2.7847 -3.2481
-1.4716 -0.7341 2.7069
1.5907 2.4577 -0.7123
-0.6005 -0.3574 -1.3755
0.0366 -0.1507 0.7863

These are the Löwdin partial charges, in e, on atoms 1 to 8: number 1, O, carries -0.220; number 2, V, carries 1.065; number 3, O, carries -0.239; number 4, Sn, carries 1.841; number 5, N, carries -0.515; number 6, O, carries -0.139; number 7, O, carries 0.069; number 8, O, carries -0.115

=====

| no. | electronic energy (Ha) | orbital gap (eV) |
| --- | --- | --- |
| 1 | -308.33419 | 9.4 |
| 2 | -587.28843 | 9.0 |
| 3 | -6046.48706 | 6.1 |